Entry a
ORCA calculation (wB97M-V/def2-TZVPD) on a 6-piece molecular cluster, C10H30FO10 overall.

Calculated values
- orbital gap (eV) = 9.58
- highest occupied orbital energy (hartree) = -0.239
- charge = -1

```
51
C10H30FO10 wB97M-V/def2-TZVPD
F 0.08827 -0.07765 0.29837
C 3.41330 0.46741 -0.78103
C 3.74272 0.03239 0.61957
O 4.20539 -1.31485 0.51220
O 2.18418 0.03311 -1.38177
H 4.18223 0.12590 -1.47401
H 3.31106 1.55227 -0.75429
H 2.88942 0.09089 1.29526
H 4.47224 0.75488 0.98552
H 3.35728 -1.72911 0.68742
H 1.50200 -0.00691 -0.70750
C -1.85605 -2.24336 -3.72974
C -1.04228 -1.18635 -2.88953
O -1.32865 0.13312 -3.26858
O -3.27367 -2.13568 -3.38352
H -1.53903 -3.23182 -3.39725
H -1.76504 -2.06272 -4.80081
H 0.03079 -1.36169 -2.96620
H -1.39530 -1.23640 -1.85950
H -0.91220 0.75012 -2.66237
H -3.44753 -1.20949 -3.56670
C -0.46745 -3.50644 0.17276
C 0.76991 -3.51335 1.11766
O 1.58934 -2.34180 0.86971
O -1.45339 -2.49422 0.46022
H -0.88894 -4.45869 0.49472
H -0.27930 -3.66989 -0.88836
H 1.39026 -4.37603 0.87461
H 0.46244 -3.67305 2.15112
H 1.03237 -1.57926 0.69676
H -1.10972 -1.59862 0.42299
C 0.39761 3.40964 0.11543
C 0.11204 2.87630 -1.34761
O -0.97689 1.92569 -1.22088
O 1.22948 2.42352 0.73452
H -0.54802 3.44984 0.65605
H 0.93846 4.35536 0.08072
H 0.96957 2.47549 -1.88808
H -0.36986 3.66852 -1.92056
H -0.69336 1.17431 -0.69492
H 0.90092 1.52975 0.61274
C -1.41883 1.28933 3.00953
C -2.43786 2.04723 3.87988
O -2.49120 3.44670 3.85605
O -1.93724 1.16415 1.68059
H -1.19133 0.27753 3.34511
H -0.42197 1.72733 3.05970
H -2.10381 1.86975 4.90214
H -3.44411 1.63348 3.81382
H -2.97479 3.71393 3.07098
H -1.40344 0.60945 1.10703
```

Charges per atom according to Mulliken partitioning, unit e: atom 1 (F): -0.272, atom 2 (C): -0.379, atom 3 (C): -0.333, atom 4 (O): -0.606, atom 5 (O): -0.469, atom 6 (H): 0.368, atom 7 (H): 0.234, atom 8 (H): 0.172, atom 9 (H): 0.366, atom 10 (H): 0.538, atom 11 (H): 0.076, atom 12 (C): -0.593, atom 13 (C): -0.149, atom 14 (O): -0.651, atom 15 (O): -0.538, atom 16 (H): 0.300, atom 17 (H): 0.313, atom 18 (H): 0.251, atom 19 (H): 0.370, atom 20 (H): 0.359, atom 21 (H): 0.308, atom 22 (C): -0.443, atom 23 (C): -0.490, atom 24 (O): -0.559, atom 25 (O): -0.566, atom 26 (H): 0.430, atom 27 (H): 0.114, atom 28 (H): 0.396, atom 29 (H): 0.244, atom 30 (H): 0.183, atom 31 (H): 0.282, atom 32 (C): -0.250, atom 33 (C): -0.384, atom 34 (O): -0.606, atom 35 (O): -0.553, atom 36 (H): 0.168, atom 37 (H): 0.370, atom 38 (H): 0.186, atom 39 (H): 0.401, atom 40 (H): 0.382, atom 41 (H): 0.253, atom 42 (C): -0.130, atom 43 (C): -0.725, atom 44 (O): -0.526, atom 45 (O): -0.583, atom 46 (H): 0.339, atom 47 (H): 0.266, atom 48 (H): 0.309, atom 49 (H): 0.338, atom 50 (H): 0.312, atom 51 (H): 0.180



Entry b
ORCA calculation (wB97M-V/def2-TZVPD) on a 6-piece molecular cluster, C10H30FO10 overall.

Calculated values
- orbital gap (eV) = 6.53
- highest occupied orbital energy (hartree) = -0.150
- charge = -1

```
51
C10H30FO10 wB97M-V/def2-TZVPD
F -3.34045 0.40785 19.00098
C -3.22802 -4.84609 16.58796
C -4.36616 -5.11696 17.58119
O -4.20530 -4.34060 18.82069
O -3.52487 -3.61745 15.99627
H -3.34955 -5.68724 15.90546
H -2.18457 -5.02290 16.84883
H -4.37133 -6.14943 17.93060
H -5.38083 -4.93942 17.22480
H -4.18272 -3.41103 18.58196
H -3.56013 -2.93726 16.67280
C -10.32949 0.17307 19.38769
C -9.44434 0.69885 18.20943
O -8.57724 1.70964 18.49941
O -11.28514 -0.72600 18.88170
H -10.84184 0.98447 19.90463
H -9.62977 -0.24357 20.11220
H -9.95362 1.12100 17.34311
H -8.92675 -0.22854 17.96420
H -7.77345 1.28408 18.80668
H -12.15039 -0.86825 19.27248
C 2.25306 -4.92783 23.54975
C 1.61865 -4.18365 22.34107
O 1.47726 -2.77214 22.60882
O 2.30486 -6.27733 23.28332
H 1.90577 -4.69579 24.55655
H 3.28997 -4.59197 23.56084
H 0.69966 -4.69198 22.04926
H 2.30156 -4.39518 21.51828
H 0.74875 -2.37927 22.12249
H 1.36562 -6.47140 23.24147
C -3.63585 4.09862 13.21296
C -3.29318 4.79459 11.86841
O -2.94717 3.70055 10.96443
O -2.58008 3.25245 13.68057
H -4.56355 3.53378 13.12121
H -3.79930 4.93733 13.88967
H -2.35282 5.34472 11.90276
H -4.03944 5.40635 11.36152
H -2.43598 3.05126 11.45301
H -2.94878 2.66112 14.34086
C -2.35554 3.80134 23.57842
C -2.81274 4.94260 22.61474
O -2.23424 4.81916 21.33617
O -3.09509 2.58582 23.40160
H -2.41087 4.02741 24.64328
H -1.31860 3.47749 23.48908
H -2.46541 5.91787 22.95579
H -3.88586 5.01999 22.78945
H -2.50426 3.97232 20.97346
H -3.07706 2.37452 22.46532
```

Charges per atom according to Mulliken partitioning, unit e: atom 1 (F): -0.985, atom 2 (C): -0.305, atom 3 (C): -0.413, atom 4 (O): -0.514, atom 5 (O): -0.494, atom 6 (H): 0.259, atom 7 (H): 0.244, atom 8 (H): 0.292, atom 9 (H): 0.254, atom 10 (H): 0.322, atom 11 (H): 0.349, atom 12 (C): -0.218, atom 13 (C): -0.412, atom 14 (O): -0.522, atom 15 (O): -0.532, atom 16 (H): 0.280, atom 17 (H): 0.193, atom 18 (H): 0.296, atom 19 (H): 0.267, atom 20 (H): 0.345, atom 21 (H): 0.302, atom 22 (C): -0.453, atom 23 (C): -0.254, atom 24 (O): -0.526, atom 25 (O): -0.495, atom 26 (H): 0.312, atom 27 (H): 0.221, atom 28 (H): 0.312, atom 29 (H): 0.243, atom 30 (H): 0.319, atom 31 (H): 0.321, atom 32 (C): -0.302, atom 33 (C): -0.361, atom 34 (O): -0.557, atom 35 (O): -0.544, atom 36 (H): 0.304, atom 37 (H): 0.273, atom 38 (H): 0.240, atom 39 (H): 0.297, atom 40 (H): 0.317, atom 41 (H): 0.333, atom 42 (C): -0.414, atom 43 (C): -0.407, atom 44 (O): -0.493, atom 45 (O): -0.523, atom 46 (H): 0.306, atom 47 (H): 0.277, atom 48 (H): 0.320, atom 49 (H): 0.229, atom 50 (H): 0.372, atom 51 (H): 0.327



What should be chosen as the least stable of them? Choose entry b.



Entry a
ORCA calculation (wB97M-V/def2-TZVPD) on C36H31Br2N7O2Rb as an isolated structure.

Calculated values
- orbital gap (eV) = 6.08
- highest occupied orbital energy (hartree) = -0.144
- charge = -1

```
79
C36H31Br2N7O2Rb wB97M-V/def2-TZVPD
Rb -0.59559 0.72601 -0.12901
C 6.81180 -2.10009 1.98897
C 5.41998 -1.51686 1.99113
C 4.52007 -1.74201 3.03416
C 3.23731 -1.23815 2.99617
C 2.72992 -0.46244 1.92009
N 1.41747 -0.11504 1.84198
C 0.78255 0.27966 2.98657
C 1.35322 1.25499 3.84648
C 0.71857 1.74573 4.96652
C -0.55787 1.30908 5.32913
C -1.29325 1.87569 6.51940
C -1.12848 0.34071 4.52550
C -0.49083 -0.18038 3.39871
N -1.15351 -1.30766 2.78880
C -1.52851 -2.41667 3.46816
C -2.27780 -3.19088 2.61469
C -2.30951 -2.44948 1.41924
N -1.63752 -1.31563 1.53284
C 3.69197 -0.17290 0.92045
C 4.97013 -0.72315 0.95086
N 3.46603 0.80389 -0.10917
C 4.35504 1.76994 -0.44775
C 3.79209 2.51464 -1.45453
C 2.53573 1.91978 -1.65903
N 2.34452 0.89354 -0.84225
H 6.98032 -2.69571 2.88739
H 7.57727 -1.31964 1.96137
H 6.97846 -2.74955 1.12562
H 4.82769 -2.34899 3.88075
H 2.54997 -1.46204 3.80400
H 2.33534 1.62572 3.57594
H 1.21382 2.50284 5.56802
H -0.62228 2.47072 7.14088
H -1.71304 1.08320 7.14321
H -2.11971 2.52245 6.21333
H -2.11470 -0.04314 4.77058
H -1.22354 -2.57404 4.48901
H -2.72463 -4.14892 2.82183
H -2.78426 -2.69739 0.48181
H 5.63986 -0.50863 0.12229
H 5.29528 1.87121 0.06760
H 4.21773 3.37166 -1.94922
H 1.75981 2.20013 -2.35447
C -2.36682 -2.11843 -3.02896
C -3.40680 -1.07735 -2.70281
C -4.77414 -1.29813 -2.97592
C -5.68761 -0.32982 -2.67516
C -5.26665 0.89102 -2.10465
C -6.13008 1.94465 -1.72523
Br -8.01547 1.80855 -2.00615
C -5.63453 3.07872 -1.14288
C -4.26232 3.22564 -0.93659
Br -3.63334 4.82945 -0.13254
C -3.29574 2.27239 -1.32364
O -2.04996 2.42362 -1.19721
C -3.87193 1.04118 -1.88801
N -2.99008 0.04962 -2.17670
H -2.81495 -3.10748 -3.14392
H -1.59770 -2.15532 -2.25789
H -1.86237 -1.86279 -3.96573
H -5.08890 -2.23862 -3.41251
H -6.74039 -0.48912 -2.86609
H -6.30724 3.87063 -0.84392
O 1.27290 -2.00435 -1.96261
C 1.74910 -1.76230 -3.25946
C 0.97393 -0.69125 -4.00190
C 1.05305 -0.59150 -5.38837
C 0.35025 0.41590 -6.02455
C -0.41495 1.28987 -5.26188
C -0.43721 1.11485 -3.88872
N 0.25188 0.14952 -3.27195
H 1.26255 -1.15389 -1.50265
H 1.67297 -2.70193 -3.80795
H 2.80850 -1.47492 -3.25197
H 1.65083 -1.30059 -5.95031
H 0.38786 0.51561 -7.10246
H -0.99008 2.08263 -5.72293
H -1.04150 1.75171 -3.24386
```

Charges per atom according to Mulliken partitioning, unit e: atom 1 (Rb): 0.780, atom 2 (C): -1.463, atom 3 (C): 0.633, atom 4 (C): -1.108, atom 5 (C): -0.171, atom 6 (C): -0.051, atom 7 (N): 0.157, atom 8 (C): 0.006, atom 9 (C): -0.193, atom 10 (C): -1.007, atom 11 (C): 0.628, atom 12 (C): -1.492, atom 13 (C): -0.129, atom 14 (C): -0.255, atom 15 (N): 0.532, atom 16 (C): -0.218, atom 17 (C): -1.041, atom 18 (C): -0.381, atom 19 (N): -0.184, atom 20 (C): -0.078, atom 21 (C): -0.382, atom 22 (N): 0.087, atom 23 (C): -0.304, atom 24 (C): -1.148, atom 25 (C): -0.388, atom 26 (N): 0.406, atom 27 (H): 0.346, atom 28 (H): 0.289, atom 29 (H): 0.314, atom 30 (H): 0.266, atom 31 (H): 0.425, atom 32 (H): 0.479, atom 33 (H): 0.308, atom 34 (H): 0.349, atom 35 (H): 0.325, atom 36 (H): 0.291, atom 37 (H): 0.408, atom 38 (H): 0.440, atom 39 (H): 0.363, atom 40 (H): 0.409, atom 41 (H): 0.484, atom 42 (H): 0.475, atom 43 (H): 0.407, atom 44 (H): 0.408, atom 45 (C): -1.225, atom 46 (C): 0.591, atom 47 (C): -0.943, atom 48 (C): -0.900, atom 49 (C): 0.844, atom 50 (C): 0.056, atom 51 (Br): -0.300, atom 52 (C): -0.287, atom 53 (C): -0.043, atom 54 (Br): -0.242, atom 55 (C): 0.154, atom 56 (O): -0.857, atom 57 (C): -0.330, atom 58 (N): 0.485, atom 59 (H): 0.463, atom 60 (H): 0.154, atom 61 (H): 0.224, atom 62 (H): 0.447, atom 63 (H): 0.317, atom 64 (H): 0.394, atom 65 (O): -0.419, atom 66 (C): -0.813, atom 67 (C): 0.720, atom 68 (C): -0.884, atom 69 (C): -0.412, atom 70 (C): -0.901, atom 71 (C): -0.321, atom 72 (N): 0.543, atom 73 (H): 0.031, atom 74 (H): 0.459, atom 75 (H): 0.280, atom 76 (H): 0.450, atom 77 (H): 0.387, atom 78 (H): 0.483, atom 79 (H): 0.374



Entry b
ORCA calculation (wB97M-V/def2-TZVPD) on C36H31Br2N7O2Rb as an isolated structure.

Calculated values
- orbital gap (eV) = 6.11
- highest occupied orbital energy (hartree) = -0.147
- charge = -1

```
79
C36H31Br2N7O2Rb wB97M-V/def2-TZVPD
Rb -0.20694 1.11026 0.87920
C 0.93651 -2.67642 -5.58299
C 0.11725 -2.11368 -4.45073
C -0.70755 -2.91581 -3.66164
C -1.42225 -2.40547 -2.60027
C -1.36404 -1.03692 -2.22090
N -1.96014 -0.57086 -1.09845
C -3.19970 -1.05763 -0.79337
C -4.23332 -1.11893 -1.75861
C -5.51414 -1.52456 -1.44847
C -5.87065 -1.90394 -0.15429
C -7.27805 -2.31125 0.19730
C -4.86938 -1.88123 0.80232
C -3.57123 -1.48795 0.49931
N -2.58448 -1.67238 1.51536
C -2.12416 -2.88239 1.90624
C -1.24087 -2.66839 2.94024
C -1.23963 -1.27517 3.10960
N -2.06186 -0.68243 2.25000
C -0.57517 -0.23104 -3.07765
C 0.15125 -0.76525 -4.13583
N -0.58998 1.19174 -2.97124
C -1.06481 2.00556 -3.93979
C -0.79581 3.29824 -3.55735
C -0.15180 3.16360 -2.31788
N -0.02724 1.88810 -1.97681
H 0.62127 -3.69186 -5.82585
H 1.99960 -2.71424 -5.32929
H 0.84009 -2.07067 -6.48685
H -0.77945 -3.97777 -3.87857
H -2.03793 -3.07171 -2.00777
H -3.99580 -0.82402 -2.77364
H -6.26644 -1.53925 -2.23153
H -7.85292 -2.54574 -0.69943
H -7.80365 -1.51224 0.72724
H -7.28864 -3.19113 0.84363
H -5.07403 -2.19797 1.82039
H -2.46253 -3.77762 1.41310
H -0.67439 -3.40255 3.48602
H -0.65295 -0.66379 3.77878
H 0.74598 -0.07931 -4.73223
H -1.54987 1.59099 -4.80657
H -1.04752 4.20054 -4.08691
H 0.21645 3.92284 -1.64567
C 1.70843 -1.52932 -0.73389
C 2.42457 -1.51780 0.58661
C 3.35768 -2.52119 0.91157
C 3.97780 -2.49830 2.13077
C 3.67007 -1.47683 3.05102
C 4.24286 -1.34609 4.34090
Br 5.54385 -2.60358 4.94636
C 3.87137 -0.32372 5.16727
C 2.91905 0.61219 4.76633
Br 2.44475 2.00473 5.96779
C 2.27987 0.59062 3.51296
O 1.40426 1.40213 3.11548
C 2.71206 -0.51562 2.64081
N 2.12524 -0.55171 1.43011
H 2.21147 -2.15649 -1.46967
H 1.62809 -0.51773 -1.13454
H 0.69034 -1.90799 -0.61134
H 3.57360 -3.29874 0.18978
H 4.70249 -3.25475 2.40098
H 4.31210 -0.22920 6.15077
O -0.27569 3.75736 2.25773
C 0.58692 4.85758 2.16661
C 1.82394 4.62441 1.32188
C 2.79488 5.62289 1.23598
C 3.94641 5.37492 0.51654
C 4.10118 4.13507 -0.09166
C 3.07881 3.21327 0.04010
N 1.96007 3.45053 0.72227
H 0.26243 2.99946 2.54628
H 0.92355 5.17479 3.16290
H 0.01253 5.68489 1.74102
H 2.63698 6.56617 1.74499
H 4.72044 6.12768 0.43495
H 4.99051 3.88491 -0.65327
H 3.14802 2.23518 -0.42459
```

Charges per atom according to Mulliken partitioning, unit e: atom 1 (Rb): 1.020, atom 2 (C): -1.505, atom 3 (C): 0.664, atom 4 (C): -1.053, atom 5 (C): -0.185, atom 6 (C): 0.170, atom 7 (N): 0.026, atom 8 (C): 0.088, atom 9 (C): -0.301, atom 10 (C): -1.034, atom 11 (C): 0.743, atom 12 (C): -1.451, atom 13 (C): -0.170, atom 14 (C): -0.668, atom 15 (N): 1.151, atom 16 (C): -0.177, atom 17 (C): -0.963, atom 18 (C): -0.439, atom 19 (N): -0.991, atom 20 (C): -0.584, atom 21 (C): 0.047, atom 22 (N): 0.617, atom 23 (C): -0.346, atom 24 (C): -1.069, atom 25 (C): -0.365, atom 26 (N): -0.053, atom 27 (H): 0.362, atom 28 (H): 0.274, atom 29 (H): 0.330, atom 30 (H): 0.286, atom 31 (H): 0.462, atom 32 (H): 0.407, atom 33 (H): 0.304, atom 34 (H): 0.357, atom 35 (H): 0.265, atom 36 (H): 0.341, atom 37 (H): 0.407, atom 38 (H): 0.479, atom 39 (H): 0.430, atom 40 (H): 0.624, atom 41 (H): 0.391, atom 42 (H): 0.446, atom 43 (H): 0.405, atom 44 (H): 0.394, atom 45 (C): -0.519, atom 46 (C): 0.110, atom 47 (C): -0.935, atom 48 (C): -0.958, atom 49 (C): 1.007, atom 50 (C): -0.013, atom 51 (Br): -0.297, atom 52 (C): -0.267, atom 53 (C): 0.091, atom 54 (Br): -0.261, atom 55 (C): -0.586, atom 56 (O): -0.614, atom 57 (C): -0.356, atom 58 (N): 0.639, atom 59 (H): 0.469, atom 60 (H): -0.034, atom 61 (H): 0.096, atom 62 (H): 0.464, atom 63 (H): 0.330, atom 64 (H): 0.395, atom 65 (O): -0.436, atom 66 (C): -0.582, atom 67 (C): 0.506, atom 68 (C): -0.774, atom 69 (C): -0.344, atom 70 (C): -0.764, atom 71 (C): -0.346, atom 72 (N): 0.300, atom 73 (H): 0.226, atom 74 (H): 0.326, atom 75 (H): 0.358, atom 76 (H): 0.449, atom 77 (H): 0.378, atom 78 (H): 0.420, atom 79 (H): 0.388



What should be chosen as the least stable of them? Choose entry a.



Entry a
ORCA calculation (wB97M-V/def2-TZVPD) on a 2-piece molecular cluster, C3H5F overall.

Calculated values
- orbital gap (spin up / spin down) (eV) = 7.70 / 7.70
- highest occupied orbital energy (spin up / spin down) (hartree) = -0.293 / -0.293
- charge = 0

```
9
C3H5F wB97M-V/def2-TZVPD
C -0.39641 0.76955 -0.00238
C -2.52986 -0.35506 -0.44158
C 0.74339 -0.06078 -0.07269
F -3.63598 0.03099 0.12878
H -0.28318 1.84024 -0.25145
H -2.01182 -1.15185 0.18289
H 1.64515 0.39930 -0.50398
H 0.74779 -0.03313 1.02914
H 0.49384 -1.19914 -0.16795
```

Charges per atom according to Mulliken partitioning, unit e: atom 1 (C): -0.399, atom 2 (C): -0.021, atom 3 (C): -0.568, atom 4 (F): -0.148, atom 5 (H): 0.241, atom 6 (H): 0.047, atom 7 (H): 0.296, atom 8 (H): 0.300, atom 9 (H): 0.251



Entry b
ORCA calculation (wB97M-V/def2-TZVPD) on a 2-piece molecular cluster, C3H5F overall.

Calculated values
- SMILES string = C=C=C.F
- orbital gap (eV) = 11.19
- highest occupied orbital energy (hartree) = -0.377
- charge = 0

```
9
C3H5F wB97M-V/def2-TZVPD
C 0.40723 1.24055 0.04675
C 0.55995 -0.06497 0.00805
C 0.62230 -1.32571 0.05295
F -2.17337 -0.15225 0.08396
H 0.92511 1.73239 0.82083
H -0.14627 1.76257 -0.69421
H -0.10438 -1.80867 0.61638
H 1.42046 -1.70070 -0.59900
H -1.51102 0.31680 -0.33571
```

Charges per atom according to Mulliken partitioning, unit e: atom 1 (C): -0.813, atom 2 (C): 0.187, atom 3 (C): -0.508, atom 4 (F): -0.393, atom 5 (H): 0.226, atom 6 (H): 0.365, atom 7 (H): 0.320, atom 8 (H): 0.235, atom 9 (H): 0.381



What should be chosen as the least stable of them? Choose entry a.